Record 1
Computed, not measured: one molecule with the formula H3NP2S, with ωB97M-V/def2-TZVPD.

Last column: Löwdin charge in e.
Cartesian coordinates (Å):
1 N -0.56202 0.40411 -1.20791  -0.333
2 P 0.56793 -0.10872 -0.26910  -0.116
3 P -0.10535 -0.06994 1.79192  0.561
4 S 2.35631 -0.68751 -0.79557  0.277
5 H -0.37069 0.43464 -2.20343  -0.037
6 H -0.91347 0.98537 1.53391  -0.182
7 H -0.97272 -0.95796 1.15019  -0.170

Results
Total energy: -30947.5332 eV
Frontier orbital gap (spin up / spin down): 0.2352 / 0.2190 Ha
<S²>: 2.011
Energy relative to the best compared isomer or geometry (same formula, charge and spin): 174.9 kJ/mol
Maximum force: 2.41 eV/A
Spin multiplicity: 3


Record 2
Computed, not measured: C35H33CoN5P2Se as an isolated structure, with ωB97M-V/def2-TZVPD.

Last column: Löwdin charge in e.
Cartesian coordinates (Å):
1 Co -1.27643 -1.13773 -0.02659  0.631
2 C 0.47350 2.26648 -2.44609  -0.095
3 N 0.23496 1.84061 -1.03671  -0.443
4 P 0.63492 0.21016 -0.54405  1.006
5 C 1.58627 0.44690 0.96268  -0.375
6 C 1.42438 -0.47651 1.99531  -0.113
7 C 2.14840 -0.34572 3.17111  -0.042
8 C 3.02586 0.71940 3.32429  -0.026
9 C 3.18402 1.65159 2.30347  -0.034
10 C 2.47029 1.51578 1.12389  -0.091
11 C 1.69777 -0.41272 -1.84004  -0.394
12 C 3.08496 -0.24453 -1.81638  -0.062
13 C 3.85378 -0.76722 -2.84410  -0.032
14 C 3.24878 -1.45282 -3.89103  -0.022
15 C 1.87045 -1.62785 -3.91696  -0.039
16 C 1.09705 -1.11358 -2.89098  -0.105
17 P -0.67339 2.85216 -0.08774  1.146
18 C 0.11270 4.36058 0.35446  -0.357
19 C -0.60798 5.22942 1.19228  -0.074
20 C -0.06302 6.45368 1.52317  -0.028
21 C 1.16948 6.82941 0.99569  -0.003
22 C 1.86827 5.98273 0.13680  -0.028
23 C 1.34095 4.75244 -0.19932  -0.076
24 C -1.25416 1.89079 1.30179  -0.360
25 C -0.74151 2.02653 2.58456  -0.040
26 C -1.14989 1.14652 3.58600  -0.013
27 C -2.04136 0.12743 3.30413  -0.011
28 C -2.59650 0.01045 2.02302  -0.088
29 C -2.22324 0.90569 1.02695  -0.185
30 H 1.53355 2.21197 -2.68015  0.093
31 H 0.13362 3.29342 -2.57259  0.087
32 H -0.08067 1.63376 -3.13821  0.091
33 H 0.73360 -1.30939 1.89539  0.078
34 H 2.02900 -1.07001 3.96611  0.124
35 H 3.59190 0.82448 4.24053  0.126
36 H 3.87212 2.47732 2.42700  0.124
37 H 2.60162 2.24309 0.33146  0.096
38 H 3.56593 0.27164 -0.99762  0.106
39 H 4.92821 -0.64331 -2.82869  0.125
40 H 3.85677 -1.85712 -4.68942  0.128
41 H 1.40612 -2.16433 -4.73332  0.123
42 H 0.01838 -1.24551 -2.91064  0.080
43 H -1.58030 4.94710 1.58017  0.120
44 H -0.60102 7.12430 2.17872  0.129
45 H 1.58576 7.79600 1.24668  0.131
46 H 2.82075 6.29277 -0.27075  0.128
47 H 1.87952 4.09842 -0.87345  0.098
48 H -0.00289 2.78738 2.80231  0.128
49 H -0.75391 1.25819 4.58664  0.135
50 H -2.34733 -0.55596 4.08531  0.133
51 H -3.37956 -0.72049 1.85164  0.109
52 H -2.73449 0.91920 0.06564  0.096
53 C -6.33666 -1.52861 -2.24133  0.039
54 N -4.88552 -1.67052 -2.06935  -0.091
55 C -4.04246 -2.35534 -2.91101  -0.006
56 C -2.79303 -2.20922 -2.40546  -0.116
57 N -2.85760 -1.43385 -1.26122  -0.065
58 C -4.14773 -1.13327 -1.09918  -0.138
59 H -6.76544 -2.50182 -2.46346  0.110
60 H -6.54352 -0.83915 -3.05597  0.111
61 H -6.76834 -1.14914 -1.31967  0.103
62 H -4.40214 -2.88021 -3.77959  0.148
63 H -1.86928 -2.62238 -2.77619  0.110
64 H -4.57165 -0.53498 -0.30828  0.142
65 Se -2.40911 -4.06615 0.83509  1.189
66 N -0.94438 -3.05332 0.45708  -0.336
67 C 0.13373 -3.82284 0.62025  -0.332
68 C 1.48494 -3.46233 0.37188  -0.032
69 C 2.44946 -4.39540 0.58837  -0.011
70 C 2.16141 -5.72062 1.05728  -0.024
71 C 0.89066 -6.11388 1.29031  0.022
72 C -0.16348 -5.17050 1.06833  -0.345
73 N -1.43687 -5.45630 1.24257  -0.189
74 H 1.74104 -2.48158 -0.00790  0.082
75 H 3.48242 -4.13706 0.39263  0.126
76 H 2.98251 -6.40692 1.21139  0.127
77 H 0.63506 -7.10759 1.63102  0.137

Results
Total energy: -165807.5668 eV
Frontier orbital gap (spin up / spin down): 0.2888 / 0.2197 Ha
Charge: +3
<S²>: 6.019
Energy relative to the best compared isomer or geometry (same formula, charge and spin): 0.0 kJ/mol
Maximum force: 0.20 eV/A
Spin multiplicity: 5


Record 3
Computed, not measured: one molecule with the formula C5H7NO2, with ωB97M-V/def2-TZVPD.

Last column: Löwdin charge in e.
Cartesian coordinates (Å):
1 C 0.89171 -0.74636 -0.55692  -0.037
2 C -0.01064 -1.30400 0.62833  -0.017
3 C -0.45076 1.46608 0.31412  0.000
4 C -1.42731 0.74306 -0.56941  -0.089
5 C -0.16904 0.07599 -0.03602  -0.374
6 N -2.60493 0.08220 0.04219  -0.364
7 O -3.62826 0.09002 -0.59931  0.081
8 O -2.44863 -0.47212 1.11770  0.056
9 H 1.92212 -0.62136 -0.14847  0.117
10 H 0.90476 -1.30500 -1.44800  0.085
11 H -0.81854 -1.98152 0.44435  0.091
12 H 0.22784 -1.17700 1.62272  0.076
13 H 0.06736 2.22566 -0.37151  0.146
14 H -0.72081 1.96853 1.17545  0.090
15 H -1.56509 0.90406 -1.60009  0.139

Results
Total energy: -10877.9449 eV
Frontier orbital gap: 0.3928 Ha
Energy relative to the best compared isomer or geometry (same formula, charge and spin): 547.3 kJ/mol
SMILES: O=[N+]([O-])[C@H]1CC12CC2
Maximum force: 4.04 eV/A


Record 4
Computed, not measured: a 9-piece molecular cluster, C27H74N4O9 overall, with ωB97M-V/def2-TZVPD.

Last column: Löwdin charge in e.
Cartesian coordinates (Å):
1 C 14.54290 8.42641 17.44567  -0.061
2 C 15.78320 9.27001 17.35391  -0.410
3 C 16.97542 8.36250 17.06451  -0.209
4 O 16.92296 7.56590 15.90876  -0.186
5 C 17.85226 7.75668 14.88764  -0.122
6 N 15.59799 10.33095 16.34377  0.061
7 H 14.55516 7.80087 18.37042  0.097
8 H 14.48011 7.67202 16.64789  0.079
9 H 13.60686 8.96910 17.32349  0.065
10 H 16.01280 9.74760 18.29800  0.129
11 H 17.18354 7.71288 17.91506  0.125
12 H 17.85497 9.01906 16.93430  0.122
13 H 18.85185 7.28969 14.95884  0.090
14 H 17.90870 8.84815 14.81322  0.077
15 H 17.43557 7.40416 13.94365  0.083
16 H 15.62069 9.81949 15.43382  0.060
17 H 16.42076 10.90348 16.34740  0.078
18 C 15.03891 15.36397 11.22312  -0.059
19 C 14.20924 14.13557 10.66788  -0.430
20 C 15.14457 13.09026 10.04999  -0.173
21 O 14.47631 11.82888 9.83008  -0.268
22 C 13.44346 11.82516 8.92892  -0.129
23 N 13.40121 13.50847 11.71574  0.056
24 H 15.72711 14.92582 11.93642  0.061
25 H 14.45884 16.11598 11.78440  0.078
26 H 15.59048 15.85219 10.42951  0.065
27 H 13.56343 14.62854 9.87893  0.144
28 H 15.95901 12.89160 10.77452  0.124
29 H 15.56806 13.46830 9.09530  0.132
30 H 13.81943 11.96563 7.87422  0.108
31 H 12.74484 12.61840 9.14959  0.077
32 H 13.05420 10.80732 8.95257  0.090
33 H 13.86425 12.67723 12.12778  0.083
34 H 12.65541 13.02311 11.23041  0.059
35 C 10.56479 7.27838 14.17882  -0.060
36 C 11.95511 7.96758 14.35544  -0.468
37 C 13.03014 7.08266 13.70958  -0.064
38 O 11.92585 9.24890 13.76111  -0.081
39 H 9.81054 8.00825 14.51268  0.064
40 H 10.38892 6.40333 14.80357  0.068
41 H 10.43477 6.97524 13.09110  0.096
42 H 12.14695 8.01714 15.43104  0.118
43 H 13.02635 7.19239 12.63758  0.066
44 H 13.10746 6.04107 13.99303  0.075
45 H 14.03811 7.46408 14.00203  0.063
46 H 12.32187 9.93826 14.32905  0.061
47 C 9.76177 9.33870 17.62921  -0.059
48 C 8.91656 9.30738 18.90639  -0.504
49 C 7.65848 8.50527 18.68945  -0.065
50 O 9.62020 8.68036 19.98500  -0.052
51 H 10.73912 9.71598 17.95522  0.046
52 H 9.37951 9.98575 16.85398  0.075
53 H 9.96282 8.30766 17.24006  0.091
54 H 8.67015 10.37593 19.05887  0.122
55 H 6.92909 9.05576 18.04412  0.095
56 H 7.13748 8.35380 19.68475  0.099
57 H 7.96379 7.58460 18.29433  0.054
58 H 10.51010 9.00954 20.11880  0.025
59 C 8.84402 15.25662 20.00056  -0.067
60 C 9.32080 15.07012 18.59361  -0.571
61 C 8.54202 13.96622 17.92762  -0.054
62 O 9.32414 16.28732 17.92371  -0.042
63 H 7.78991 15.65042 20.12252  0.105
64 H 9.46432 16.04882 20.43507  0.083
65 H 8.95806 14.30162 20.51338  0.076
66 H 10.37609 14.72409 18.57342  0.125
67 H 8.75568 13.07313 18.53169  0.070
68 H 8.87161 13.88121 16.92863  0.054
69 H 7.41376 14.09587 17.94964  0.107
70 H 8.47844 16.72003 18.16674  0.105
71 C 13.60160 15.89510 18.93048  -0.065
72 C 14.42228 15.73938 17.66767  -0.491
73 C 14.44217 17.09472 16.93151  -0.038
74 O 15.76130 15.35411 17.95859  -0.056
75 H 14.04803 16.67108 19.55147  0.083
76 H 13.73155 14.93196 19.47421  0.080
77 H 12.53421 16.04782 18.70159  0.083
78 H 13.83066 14.97046 17.04548  0.121
79 H 14.11271 17.86784 17.56985  0.061
80 H 13.86036 16.98947 16.05974  0.058
81 H 15.44179 17.28876 16.55861  0.075
82 H 16.31697 15.29956 17.16071  0.096
83 C 13.71931 11.30855 20.86820  -0.052
84 C 12.38653 10.58632 20.99040  -0.481
85 C 11.19333 11.53880 20.85746  -0.040
86 O 12.26961 9.62365 19.93754  -0.055
87 H 14.51130 10.44855 20.94353  0.115
88 H 13.85039 12.01887 21.70952  0.088
89 H 13.82814 11.85675 19.93944  0.061
90 H 12.32305 10.20888 21.99826  0.131
91 H 10.30234 10.93478 21.00985  0.070
92 H 11.19868 11.96107 19.82459  0.084
93 H 11.38432 12.32609 21.59090  0.086
94 H 13.12539 9.27689 19.79024  0.047
95 C 11.56732 13.20221 14.81449  -0.051
96 C 12.73740 12.62780 15.55483  -0.499
97 C 12.42372 12.45052 17.02188  -0.053
98 O 13.24769 11.43635 14.92379  -0.084
99 H 11.74032 13.30692 13.75826  0.051
100 H 11.37778 14.18504 15.12270  0.063
101 H 10.72571 12.50904 14.98293  0.093
102 H 13.55644 13.44706 15.45633  0.147
103 H 11.59027 11.71235 17.09580  0.081
104 H 12.18000 13.40862 17.49181  0.065
105 H 13.31377 11.96355 17.45801  0.074
106 H 13.97576 11.20099 15.55980  0.053
107 C 15.10046 9.75828 12.35473  -0.585
108 O 15.33126 9.40227 13.51354  -0.016
109 N 13.83900 9.79811 11.74122  0.184
110 N 16.17054 10.14280 11.57775  0.166
111 H 13.86035 9.84042 10.74086  0.065
112 H 12.97007 9.57882 12.23126  0.074
113 H 16.11992 10.33952 10.60451  0.076
114 H 17.01867 9.85125 11.99118  0.086

Results
Total energy: -53585.5479 eV
Frontier orbital gap: 0.3609 Ha
Energy relative to the best compared isomer or geometry (same formula, charge and spin): 0.0 kJ/mol
SMILES: COC[C@H](C)N.COC[C@H](C)N.NC(N)=O.CC(C)O.CC(C)O.CC(C)O.CC(C)O.CC(C)O.CC(C)O
Maximum force: 2.92 eV/A


Record 5
Computed, not measured: C2H5NO2 as an isolated structure, with ωB97M-V/def2-TZVPD.

Last column: Löwdin charge in e.
Cartesian coordinates (Å):
1 C -0.86544 1.17312 1.24636  0.056
2 C 0.50632 -1.25318 -1.05182  -0.161
3 N -0.05734 0.91621 0.30301  -0.243
4 O 1.05247 1.22983 -0.03376  0.020
5 O -0.52561 -0.61310 -0.35933  -0.188
6 H -1.80339 0.67107 1.52403  0.097
7 H -0.49937 2.00870 1.96578  0.130
8 H 1.29618 -0.48868 -1.07259  0.058
9 H 0.06372 -1.46650 -2.12733  0.117
10 H 0.83245 -2.17746 -0.39434  0.114

Results
Total energy: -7734.9897 eV
Frontier orbital gap: 0.3622 Ha
Energy relative to the best compared isomer or geometry (same formula, charge and spin): 555.9 kJ/mol
Maximum force: 3.97 eV/A


Look up the maximum force of the second one.
0.20 eV/A


Which value of energy relative to the best compared isomer or geometry (same formula, charge and spin) does entry 3 give?
547.3 kJ/mol


Which formula does entry 1 have?
H3NP2S